A structure of composition C4H7NO3. Source: OMol25; level of theory: ωB97M-V with the def2-TZVPD basis set.

Geometry as XYZ:
```
15
Properties=species:S:1:pos:R:3:forces:R:3
O 0.7601 -1.9397 -0.8225 1.2 1.1 -0.3
C 0.3778 -0.9237 -0.2744 -1.5 -1.6 0.0
N 0.9252 0.3482 -0.4508 -0.3 0.7 -0.8
C 0.0568 1.5323 -0.4036 3.4 -1.5 6.1
O -0.0595 2.0636 -1.5901 -2.9 -1.5 -0.5
O -0.4819 1.8303 0.6390 0.2 0.4 -1.1
C -0.8465 -1.1284 0.5966 -0.3 1.3 1.1
C -0.3273 -1.4654 2.0229 1.4 1.8 -0.4
H 1.4772 0.4098 -1.3008 0.3 -0.4 0.1
H -0.8057 1.2651 -1.3338 -0.5 2.1 -4.2
H -1.4715 -1.8645 0.1095 0.2 -0.5 0.1
H -1.4533 -0.2234 0.6700 0.0 0.0 0.0
H 0.0753 -0.5145 2.4560 -0.3 -0.4 -0.4
H -1.0114 -1.7849 2.7931 -0.3 -0.7 -0.3
H 0.5924 -2.0380 1.8762 -0.5 -0.7 0.6
```
Positions in Å, forces in eV/Å.

Computed properties:
Orbital gap, eV: 10.180
Multiplicity: 1